Computed, not measured: a cluster of 7 separate species, C45H85N4O14S in total in a non-equilibrium geometry, with ωB97M-V/def2-TZVPD.

- E (Ha) = -3435.93093
- max |F| (eV/A) = 2.26
- gap between HOMO and LUMO (eV) = 7.9
- net charge = +1
- HOMO energy (Ha) = -0.41618

CARTESIAN COORDINATES (ANGSTROEM)
1 C 2.33 0.48 2.97
2 C 3.68 0.27 2.35
3 C 3.94 -1.14 1.87
4 C 3.59 -1.40 0.43
5 C 2.15 -1.77 0.20
6 C 1.82 -3.15 0.75
7 C 1.00 -3.05 2.00
8 C -0.48 -3.02 1.70
9 C -1.24 -2.12 2.62
10 C -2.72 -2.00 2.36
11 C -3.16 -1.26 1.12
12 C -3.35 -2.29 0.00
13 C -4.68 -2.99 0.07
14 C -4.39 -0.45 1.27
15 N -4.34 0.25 -0.05
16 C -3.07 0.53 -0.17
17 N -2.66 1.44 -1.05
18 C -1.29 1.83 -1.27
19 C -0.30 0.94 -1.24
20 C 0.95 1.38 -1.44
21 N 1.29 2.64 -1.70
22 C 0.25 3.47 -1.74
23 C -1.02 3.12 -1.51
24 S -3.93 2.13 -2.01
25 C -4.85 3.15 -0.93
26 O -3.32 2.96 -2.95
27 O -4.69 1.05 -2.47
28 N -2.26 -0.15 0.66
29 H 2.35 0.13 3.97
30 H 1.56 -0.06 2.45
31 H 2.04 1.50 2.95
32 H 3.87 1.00 1.58
33 H 4.39 0.48 3.10
34 H 3.45 -1.86 2.49
35 H 4.99 -1.29 1.94
36 H 4.18 -2.22 0.09
37 H 3.89 -0.57 -0.18
38 H 1.92 -1.68 -0.84
39 H 1.57 -1.05 0.75
40 H 2.73 -3.67 0.94
41 H 1.29 -3.68 0.00
42 H 1.31 -2.17 2.52
43 H 1.20 -3.93 2.56
44 H -0.86 -4.01 1.70
45 H -0.59 -2.64 0.71
46 H -0.74 -1.18 2.65
47 H -1.17 -2.53 3.60
48 H -3.15 -2.97 2.32
49 H -3.13 -1.51 3.23
50 H -3.29 -1.81 -0.95
51 H -2.57 -3.01 0.00
52 H -5.44 -2.44 -0.43
53 H -5.01 -3.07 1.08
54 H -4.63 -3.97 -0.32
55 H -4.16 0.31 1.98
56 H -5.30 -0.91 1.57
57 H -4.77 -0.19 -0.85
58 H -0.46 -0.09 -1.07
59 H 1.74 0.67 -1.38
60 H 0.45 4.48 -1.96
61 H -1.78 3.86 -1.53
62 H -4.20 3.53 -0.18
63 H -5.63 2.58 -0.50
64 H -5.19 3.93 -1.56
65 H -1.94 0.46 1.40
66 O 6.59 -3.75 0.93
67 C 7.55 -3.30 0.38
68 O 7.69 -1.96 0.36
69 C 8.87 -1.31 -0.14
70 C 8.84 -1.15 -1.65
71 C 8.55 -4.18 -0.35
72 H 9.76 -1.83 0.20
73 H 8.87 -0.34 0.33
74 H 8.82 -2.12 -2.16
75 H 9.72 -0.61 -1.99
76 H 7.95 -0.60 -1.95
77 H 8.14 -4.43 -1.33
78 H 8.67 -5.09 0.23
79 H 9.53 -3.73 -0.48
80 O 1.90 -8.48 0.89
81 C 2.88 -8.08 0.33
82 O 3.08 -6.75 0.27
83 C 4.28 -6.16 -0.25
84 C 4.24 -6.05 -1.76
85 C 3.86 -9.02 -0.35
86 H 5.16 -6.69 0.11
87 H 4.31 -5.17 0.19
88 H 4.18 -7.02 -2.24
89 H 5.13 -5.54 -2.12
90 H 3.36 -5.48 -2.07
91 H 3.45 -9.29 -1.33
92 H 3.94 -9.92 0.25
93 H 4.86 -8.62 -0.48
94 O 4.19 8.49 -4.98
95 C 3.43 7.62 -4.69
96 O 3.93 6.41 -4.34
97 C 3.13 5.35 -3.83
98 C 2.44 4.55 -4.92
99 C 1.93 7.81 -4.75
100 H 2.42 5.74 -3.10
101 H 3.82 4.71 -3.29
102 H 1.76 5.17 -5.50
103 H 1.88 3.73 -4.48
104 H 3.18 4.15 -5.61
105 H 1.61 7.70 -5.79
106 H 1.71 8.82 -4.43
107 H 1.36 7.13 -4.13
108 O -8.22 -3.86 -3.14
109 C -7.90 -2.93 -3.82
110 O -6.91 -2.12 -3.36
111 C -6.34 -1.06 -4.12
112 C -7.16 0.21 -4.03
113 C -8.60 -2.59 -5.11
114 H -6.17 -1.37 -5.16
115 H -5.37 -0.90 -3.68
116 H -8.16 0.08 -4.45
117 H -6.67 1.02 -4.57
118 H -7.28 0.50 -2.99
119 H -9.53 -2.06 -4.88
120 H -8.85 -3.52 -5.61
121 H -8.02 -1.99 -5.80
122 O -5.21 1.67 5.32
123 C -6.27 1.73 4.78
124 O -6.44 1.02 3.64
125 C -7.70 0.89 2.98
126 C -8.01 2.07 2.08
127 C -7.39 2.61 5.30
128 H -8.49 0.70 3.70
129 H -7.61 -0.02 2.38
130 H -8.09 3.00 2.65
131 H -8.95 1.91 1.55
132 H -7.21 2.20 1.35
133 H -7.20 3.63 4.97
134 H -7.37 2.59 6.38
135 H -8.39 2.31 4.98
136 O 3.86 2.46 4.33
137 C 3.60 3.62 4.20
138 O 3.57 4.13 2.95
139 C 3.13 5.46 2.67
140 C 4.22 6.48 2.87
141 C 3.38 4.54 5.38
142 H 2.23 5.69 3.25
143 H 2.83 5.43 1.62
144 H 4.56 6.52 3.90
145 H 3.87 7.48 2.59
146 H 5.08 6.24 2.25
147 H 4.35 4.84 5.77
148 H 2.85 3.98 6.14
149 H 2.80 5.43 5.16

***

Computed, not measured: a cluster of 3 separate species, C45H87BN2O9 in total in a non-equilibrium geometry, with ωB97M-V/def2-TZVPD.

- E (Ha) = -2578.27157
- max |F| (eV/A) = 3.94
- gap between HOMO and LUMO (spin up / spin down) (eV) = 9.0 / 9.6
- net charge = 0
- 2S+1 = 3
- HOMO energy (spin up / spin down) (Ha) = -0.31790 / -0.34683

CARTESIAN COORDINATES (ANGSTROEM)
1 C 1.94 -0.23 -2.95
2 C 1.41 1.22 -2.83
3 C 0.09 1.38 -2.02
4 C -0.30 0.17 -1.13
5 C -1.26 -0.77 -1.94
6 C -1.04 -2.24 -1.43
7 C -2.32 -3.08 -1.65
8 C -3.24 -3.23 -0.40
9 C -3.18 -2.06 0.62
10 C -2.40 -2.41 1.94
11 C -1.38 -1.32 2.37
12 C 0.10 -1.81 2.14
13 C 0.83 -1.90 3.49
14 C 2.38 -1.86 3.41
15 C 3.03 -0.89 2.42
16 C 4.11 -1.42 1.46
17 B 3.66 -2.69 0.59
18 O 2.43 -3.30 0.71
19 O 4.53 -3.25 -0.31
20 C 3.47 0.22 3.44
21 O 3.94 1.25 3.21
22 O 3.23 -0.14 4.74
23 C 3.08 -1.57 4.76
24 C 2.51 -2.21 6.03
25 C 1.26 -1.51 6.66
26 C -0.02 -2.39 6.59
27 C -0.83 -2.40 7.87
28 O -0.40 -2.46 8.95
29 O -2.21 -2.37 7.68
30 C -2.79 -3.67 7.77
31 C -2.38 -4.62 6.63
32 C 4.55 -2.07 4.74
33 O 4.58 -3.49 4.91
34 C 5.52 -4.14 4.07
35 C 5.01 -5.60 3.88
36 H 1.16 -0.99 -3.07
37 H 2.54 -0.51 -2.08
38 H 2.57 -0.28 -3.85
39 H 1.24 1.60 -3.84
40 H 2.19 1.83 -2.37
41 H -0.75 1.55 -2.70
42 H 0.18 2.29 -1.41
43 H 0.55 -0.37 -0.71
44 H -0.88 0.56 -0.28
45 H -2.30 -0.49 -1.81
46 H -0.93 -0.73 -2.98
47 H -0.23 -2.66 -2.04
48 H -0.71 -2.24 -0.39
49 H -1.98 -4.10 -1.90
50 H -2.86 -2.74 -2.54
51 H -3.02 -4.18 0.10
52 H -4.27 -3.27 -0.78
53 H -4.21 -1.85 0.92
54 H -2.79 -1.11 0.22
55 H -3.14 -2.45 2.75
56 H -1.95 -3.40 1.88
57 H -1.48 -0.40 1.79
58 H -1.52 -1.09 3.43
59 H 0.59 -1.15 1.42
60 H 0.07 -2.81 1.70
61 H 0.52 -1.09 4.15
62 H 0.57 -2.87 3.92
63 H 2.69 -2.91 3.26
64 H 2.36 -0.31 1.77
65 H 5.04 -1.72 1.94
66 H 4.35 -0.64 0.72
67 H 2.50 -4.26 0.70
68 H 5.14 -2.59 -0.66
69 H 2.30 -3.28 5.91
70 H 3.30 -2.15 6.79
71 H 1.45 -1.29 7.72
72 H 1.09 -0.54 6.19
73 H -0.66 -1.96 5.82
74 H 0.18 -3.41 6.25
75 H -3.88 -3.63 7.77
76 H -2.52 -4.08 8.75
77 H -2.26 -4.09 5.67
78 H -3.12 -5.41 6.45
79 H -1.43 -5.12 6.84
80 H 5.09 -1.77 3.83
81 H 5.08 -1.63 5.61
82 H 5.61 -3.70 3.08
83 H 6.51 -4.18 4.54
84 H 4.48 -5.85 4.80
85 H 5.85 -6.29 3.77
86 H 4.33 -5.68 3.04
87 C -6.96 2.49 -2.10
88 C -5.86 1.41 -2.25
89 C -5.43 1.33 -3.72
90 C -6.48 0.67 -4.61
91 C -6.89 -0.69 -4.06
92 C -7.32 -0.65 -2.59
93 N -6.35 0.09 -1.74
94 O -5.32 -0.67 -1.54
95 C -8.72 -0.01 -2.47
96 C -7.52 -2.08 -2.09
97 C -4.70 1.93 -1.41
98 H -6.51 3.48 -1.97
99 H -7.60 2.58 -2.98
100 H -7.58 2.31 -1.23
101 H -4.50 0.76 -3.80
102 H -5.21 2.33 -4.10
103 H -7.36 1.31 -4.73
104 H -6.07 0.54 -5.62
105 H -7.71 -1.10 -4.66
106 H -6.05 -1.39 -4.18
107 H -9.00 0.12 -1.42
108 H -9.47 -0.66 -2.92
109 H -8.81 0.95 -2.97
110 H -6.63 -2.70 -2.22
111 H -8.32 -2.57 -2.65
112 H -7.79 -2.10 -1.03
113 H -4.99 2.02 -0.36
114 H -4.39 2.92 -1.76
115 H -3.81 1.30 -1.46
116 C 3.62 6.19 -6.01
117 C 3.08 5.95 -4.58
118 C 3.41 7.16 -3.70
119 C 4.90 7.25 -3.34
120 C 5.38 5.94 -2.72
121 C 5.05 4.71 -3.56
122 N 3.63 4.69 -4.01
123 O 2.90 4.34 -3.00
124 C 5.99 4.65 -4.79
125 C 5.41 3.45 -2.76
126 C 1.56 5.85 -4.76
127 H 2.90 6.75 -6.61
128 H 4.53 6.78 -6.03
129 H 3.80 5.25 -6.53
130 H 2.83 7.13 -2.78
131 H 3.11 8.08 -4.21
132 H 5.50 7.50 -4.22
133 H 5.05 8.07 -2.63
134 H 6.46 6.00 -2.55
135 H 4.93 5.84 -1.73
136 H 5.70 3.83 -5.46
137 H 7.02 4.46 -4.47
138 H 6.02 5.57 -5.37
139 H 4.90 3.41 -1.80
140 H 6.48 3.43 -2.55
141 H 5.16 2.55 -3.32
142 H 1.30 5.01 -5.40
143 H 1.18 6.76 -5.22
144 H 1.03 5.74 -3.81

***

Computed, not measured: a cluster of 6 separate species, C45H90BF4N5O5 in total in a non-equilibrium geometry, with ωB97M-V/def2-TZVPD.

- E (Ha) = -2841.32226
- max |F| (eV/A) = 17.58
- gap between HOMO and LUMO (eV) = 7.9
- net charge = +4
- HOMO energy (Ha) = -0.70856

CARTESIAN COORDINATES (ANGSTROEM)
1 C 3.74 -0.72 7.69
2 C 4.02 0.21 6.52
3 C 5.52 0.35 6.17
4 C 5.76 1.02 4.89
5 C 4.96 0.39 3.79
6 C 3.46 0.28 4.01
7 N 3.08 -0.26 5.44
8 O 2.21 -0.87 5.57
9 C 2.77 -0.63 3.02
10 C 2.68 1.64 3.87
11 C 3.45 1.56 7.04
12 H 2.65 -0.70 7.95
13 H 4.26 -0.30 8.55
14 H 4.07 -1.76 7.56
15 H 5.95 -0.67 6.22
16 H 5.93 0.88 7.01
17 H 6.82 0.95 4.66
18 H 5.60 2.08 4.98
19 H 5.36 -0.62 3.58
20 H 5.07 1.01 2.90
21 H 3.24 -1.62 2.95
22 H 2.95 -0.18 2.05
23 H 1.71 -0.66 3.27
24 H 2.51 1.82 2.81
25 H 3.20 2.45 4.34
26 H 1.73 1.51 4.37
27 H 2.38 1.39 7.26
28 H 3.63 2.48 6.45
29 H 3.95 1.72 8.00
30 C -1.79 -4.65 2.60
31 C -1.16 -3.37 1.99
32 C 0.38 -3.45 2.15
33 C 1.05 -4.51 1.21
34 C 0.66 -4.24 -0.29
35 C -0.84 -4.04 -0.55
36 N -1.59 -3.19 0.53
37 O -2.39 -2.54 0.24
38 C -1.62 -5.40 -0.56
39 C -1.08 -3.40 -1.86
40 C -1.75 -2.20 2.76
41 H -1.35 -5.57 2.16
42 H -2.90 -4.65 2.55
43 H -1.45 -4.71 3.65
44 H 0.60 -3.65 3.21
45 H 0.65 -2.41 1.92
46 H 0.65 -5.49 1.53
47 H 2.13 -4.57 1.28
48 H 1.01 -5.10 -0.88
49 H 1.11 -3.31 -0.64
50 H -1.76 -5.80 0.44
51 H -1.07 -6.06 -1.21
52 H -2.59 -5.09 -0.96
53 H -0.39 -3.93 -2.58
54 H -0.77 -2.35 -1.69
55 H -2.14 -3.54 -2.19
56 H -1.47 -2.26 3.81
57 H -2.84 -2.34 2.81
58 H -1.50 -1.21 2.32
59 C -2.08 1.81 -4.61
60 C -2.76 0.51 -4.36
61 C -3.43 0.26 -2.93
62 C -4.22 -0.98 -2.89
63 C -5.34 -0.89 -3.98
64 C -4.80 -0.77 -5.41
65 N -3.62 0.22 -5.52
66 O -3.33 0.49 -6.57
67 C -5.84 -0.35 -6.52
68 C -4.21 -2.08 -5.90
69 C -1.59 -0.47 -4.46
70 H -1.34 1.94 -3.81
71 H -2.88 2.55 -4.50
72 H -1.63 1.84 -5.59
73 H -4.04 1.13 -2.64
74 H -2.60 0.19 -2.22
75 H -4.65 -1.05 -1.86
76 H -3.52 -1.81 -2.98
77 H -6.06 -0.09 -3.74
78 H -5.88 -1.81 -3.85
79 H -5.45 -0.33 -7.52
80 H -6.34 0.61 -6.23
81 H -6.59 -1.14 -6.49
82 H -4.04 -1.96 -6.98
83 H -4.94 -2.86 -5.67
84 H -3.30 -2.44 -5.37
85 H -1.04 -0.31 -5.39
86 H -1.95 -1.51 -4.43
87 H -0.94 -0.27 -3.60
88 C 3.89 -1.32 -0.57
89 C 4.43 -1.39 -2.08
90 C 3.34 -1.90 -3.06
91 C 2.36 -0.77 -3.46
92 C 3.16 0.39 -4.07
93 C 4.09 1.08 -3.06
94 N 4.99 0.02 -2.29
95 O 5.94 0.30 -1.92
96 C 3.22 1.81 -1.93
97 C 5.06 2.11 -3.57
98 C 5.62 -2.25 -2.00
99 H 2.98 -0.69 -0.45
100 H 4.74 -0.87 -0.03
101 H 3.75 -2.35 -0.17
102 H 2.76 -2.66 -2.53
103 H 3.91 -2.35 -3.87
104 H 1.81 -0.48 -2.58
105 H 1.67 -1.09 -4.24
106 H 2.53 1.17 -4.52
107 H 3.75 -0.01 -4.92
108 H 2.76 1.14 -1.20
109 H 2.49 2.41 -2.45
110 H 4.01 2.36 -1.38
111 H 4.39 2.90 -3.98
112 H 5.67 1.63 -4.32
113 H 5.55 2.59 -2.75
114 H 6.10 -2.00 -1.06
115 H 6.26 -2.10 -2.86
116 H 5.35 -3.31 -2.02
117 C -2.28 6.16 0.11
118 C -2.38 4.88 0.86
119 C -2.58 4.93 2.36
120 C -2.82 3.63 3.08
121 C -3.41 2.57 2.14
122 C -4.34 3.19 1.10
123 N -3.51 4.08 0.40
124 O -3.63 4.07 -1.02
125 C -5.60 3.90 1.58
126 C -4.84 2.11 0.14
127 C -1.20 4.07 0.34
128 H -1.39 6.68 0.45
129 H -3.09 6.87 0.16
130 H -2.10 5.93 -0.94
131 H -3.35 5.67 2.57
132 H -1.66 5.35 2.79
133 H -3.52 3.81 3.91
134 H -1.91 3.20 3.52
135 H -4.11 1.84 2.66
136 H -2.62 1.94 1.67
137 H -5.36 4.71 2.28
138 H -6.16 3.16 2.17
139 H -6.18 4.23 0.74
140 H -5.53 1.45 0.70
141 H -3.99 1.59 -0.33
142 H -5.43 2.67 -0.58
143 H -0.30 4.68 0.41
144 H -1.29 3.94 -0.75
145 H -1.15 3.08 0.80
146 B -0.18 0.26 -0.10
147 F -1.56 0.28 0.23
148 F 0.25 -1.15 0.04
149 F -0.06 0.57 -1.50
150 F 0.62 1.07 0.72